[1]
# C29H18ClIN5O6PrS

C29H18ClIN5O6PrS as an isolated structure (the ωB97M-V functional and the def2-TZVPD basis, the OMol25 dataset).

Calculated values
- Total charge: 0
- Spin multiplicity: 3
- E_HOMO (spin up / spin down): -7.935 / -7.937 eV
- HOMO-LUMO gap (spin up / spin down): 7.5066 / 7.5125 eV
- Calculated total energy: -3514.49301 Ha
- ΔE to the lowest compared entry with this formula, charge and spin: 0.0 kcal per mole
- LUMO (spin up / spin down): -0.43 / -0.42 eV

CARTESIAN COORDINATES (ANGSTROEM)
Pr  0.318  0.281  0.040
O  -2.174  3.352  -1.735
C  -1.293  2.862  -1.049
O  -0.485  1.922  -1.411
C  -1.089  3.369  0.417
C  -1.672  4.472  0.984
C  -1.419  4.796  2.317
C  -0.649  3.939  3.064
C  -0.097  2.839  2.393
N  -0.331  2.563  1.123
C  0.819  1.710  2.967
O  0.925  1.710  4.185
O  1.352  0.969  2.044
H  -2.197  5.173  0.372
H  -1.831  5.666  2.796
H  -0.485  4.173  4.096
Cl  6.452  -1.577  -3.946
C  4.989  -1.647  -2.980
C  4.444  -2.804  -2.496
C  3.256  -2.812  -1.704
I  2.303  -4.557  -1.270
C  2.661  -1.646  -1.283
O  1.574  -1.512  -0.547
C  3.208  -0.435  -1.837
N  2.569  0.698  -1.486
C  3.017  1.872  -1.908
C  4.182  1.967  -2.681
C  4.798  0.837  -3.098
C  4.351  -0.412  -2.663
H  4.985  -3.741  -2.715
H  2.451  2.737  -1.586
H  4.420  2.935  -3.049
H  5.642  0.917  -3.753
S  -4.111  -1.013  -2.373
C  -3.095  -0.887  -0.999
N  -1.804  -0.883  -1.240
C  -1.562  -1.021  -2.605
C  -0.319  -1.047  -3.256
C  -0.247  -1.320  -4.581
C  -1.412  -1.450  -5.371
C  -2.653  -1.370  -4.778
C  -2.724  -1.192  -3.384
H  -3.450  -0.860  0.013
H  0.562  -0.867  -2.647
H  0.710  -1.306  -5.019
H  -1.299  -1.563  -6.413
H  -3.550  -1.358  -5.430
N  -3.033  -1.898  6.696
C  -2.437  -2.599  5.714
O  -2.188  -3.774  5.814
C  -2.051  -1.904  4.425
C  -2.268  -0.548  4.156
C  -1.817  -0.021  2.954
N  -1.207  -0.751  2.032
C  -0.974  -2.031  2.303
C  -1.371  -2.649  3.506
H  -3.209  -2.389  7.562
H  -3.015  -0.875  6.667
H  -2.777  0.123  4.791
H  -1.994  1.024  2.728
H  -0.470  -2.486  1.427
H  -1.234  -3.702  3.709


[2]
# C29H18F2N7Zr

C29H18F2N7Zr as an isolated structure (the ωB97M-V functional and the def2-TZVPD basis, the OMol25 dataset).

Calculated values
- Total charge: +3
- E_HOMO: -16.749 eV
- HOMO-LUMO gap: 5.7782 eV
- Calculated total energy: -1745.08435 Ha
- LUMO: -10.97 eV

CARTESIAN COORDINATES (ANGSTROEM)
Zr  0.005  -1.469  -0.681
C  -4.460  -1.183  -0.815
C  -3.158  -1.666  -0.839
N  -2.121  -0.818  -0.844
C  -2.370  0.510  -0.822
C  -3.677  0.958  -0.801
N  -4.711  0.118  -0.796
C  -1.169  1.386  -0.811
C  -1.201  2.750  -0.775
C  0.000  3.496  -0.762
C  1.203  2.753  -0.774
C  1.173  1.388  -0.810
N  0.003  0.697  -0.836
C  2.376  0.514  -0.820
C  3.682  0.964  -0.799
N  4.718  0.127  -0.793
C  4.469  -1.175  -0.812
C  3.168  -1.660  -0.836
N  2.130  -0.814  -0.841
C  -0.002  4.959  -0.728
C  -1.196  5.685  -0.708
C  -1.142  7.069  -0.674
N  -0.006  7.769  -0.657
C  1.132  7.072  -0.678
C  1.190  5.689  -0.713
H  -5.301  -1.865  -0.812
H  -2.951  -2.728  -0.852
H  -3.910  2.015  -0.787
H  -2.151  3.260  -0.757
H  2.151  3.264  -0.755
H  3.913  2.022  -0.786
H  5.312  -1.855  -0.807
H  2.964  -2.723  -0.848
H  -2.169  5.217  -0.720
H  -2.058  7.647  -0.657
H  2.047  7.652  -0.664
H  2.164  5.222  -0.728
F  0.001  0.038  4.595
C  0.000  -0.947  3.718
C  0.002  -0.638  2.366
C  0.001  -1.680  1.446
C  -0.001  -3.037  1.864
C  -0.003  -3.269  3.235
F  -0.005  -4.511  3.705
C  -0.002  -2.249  4.172
C  -0.002  -4.104  0.837
C  -0.005  -5.471  1.064
C  -0.006  -6.349  -0.010
C  -0.004  -5.876  -1.322
C  -0.002  -4.523  -1.502
N  -0.001  -3.646  -0.458
H  0.004  0.406  2.081
H  -0.004  -2.477  5.231
H  -0.005  -5.854  2.071
H  -0.007  -7.416  0.178
H  -0.005  -6.542  -2.173
H  -0.001  -4.099  -2.501


[3]
# C29H19Br2F3N2O2PdSb

C29H19Br2F3N2O2PdSb as an isolated structure (the ωB97M-V functional and the def2-TZVPD basis, the OMol25 dataset).

Calculated values
- Total charge: +1
- E_HOMO (spin up / spin down): -10.935 / -10.931 eV
- HOMO-LUMO gap (spin up / spin down): 5.8605 / 5.8676 eV
- Calculated total energy: -7191.99759 Ha
- ΔE to the lowest compared entry with this formula, charge and spin: 7.1 kcal per mole
- LUMO (spin up / spin down): -5.07 / -5.06 eV

CARTESIAN COORDINATES (ANGSTROEM)
Pd  0.128  -2.246  0.449
Br  2.203  -3.260  -1.723
C  2.962  -2.729  -0.106
C  4.316  -2.719  0.107
C  4.755  -2.400  1.388
C  3.842  -2.152  2.398
C  2.495  -2.177  2.104
N  2.080  -2.425  0.849
C  1.413  -2.014  3.149
O  1.766  -1.940  4.307
O  0.223  -1.970  2.645
H  5.002  -2.966  -0.691
H  5.818  -2.386  1.595
H  4.136  -1.956  3.420
F  -5.376  3.029  -0.986
C  -4.205  2.467  -0.665
C  -4.184  1.492  0.308
C  -2.958  0.915  0.630
C  -1.792  1.308  -0.024
C  -1.853  2.311  -0.997
C  -3.067  2.897  -1.324
Sb  0.077  0.441  0.403
C  0.651  0.251  -1.651
C  1.911  0.575  -2.155
C  2.215  0.402  -3.501
C  1.244  -0.113  -4.330
F  1.528  -0.284  -5.627
C  -0.016  -0.449  -3.879
C  -0.305  -0.256  -2.535
C  1.183  2.132  0.962
C  2.573  2.197  0.839
C  3.252  3.355  1.183
C  2.525  4.422  1.671
F  3.177  5.540  2.001
C  1.158  4.378  1.845
C  0.482  3.216  1.496
H  -5.104  1.204  0.804
H  -2.927  0.165  1.408
H  -0.958  2.637  -1.514
H  -3.143  3.673  -2.076
H  2.679  0.980  -1.513
H  3.188  0.654  -3.905
H  -0.751  -0.832  -4.578
H  -1.309  -0.471  -2.186
H  3.147  1.347  0.497
H  4.327  3.438  1.087
H  0.640  5.238  2.250
H  -0.593  3.177  1.627
Br  -6.454  -2.579  0.539
C  -4.601  -2.578  0.463
C  -3.860  -2.489  1.628
C  -2.488  -2.434  1.527
N  -1.862  -2.489  0.334
C  -2.586  -2.615  -0.783
C  -3.961  -2.660  -0.764
H  -4.333  -2.450  2.600
H  -1.855  -2.353  2.401
H  -2.038  -2.690  -1.714
H  -4.515  -2.760  -1.686